C34H62N2O24 | ωB97M-V/def2-TZVPD

Results
Gap between HOMO and LUMO, hartree: 0.3564
SMILES string: C[C@H]1COC(=O)O1.C[C@H]1COC(=O)O1.COC(=O)OC.COC(=O)OC.COC(=O)OC.COC(=O)OC.COC(=O)OC.COC(=O)OC.CCCC#N.CCCC#N
Net charge: 0

Each atom is followed by the atoms it is bonded to, with distances in Å.
Element x y z (Å)
1 C -2.035 2.022 0.521  C2 1.499, H8 1.027, H9 1.090, H10 1.060
2 C -2.678 1.857 -0.822  C1 1.499, C3 1.531, O7 1.466, H11 1.084
3 C -4.209 1.817 -0.835  C2 1.531, O4 1.460, H12 1.147, H13 1.081
4 O -4.417 2.685 -1.991  C3 1.460, C5 1.310
5 C -3.383 3.450 -2.241  O4 1.310, O6 1.259, O7 1.231
6 O -3.351 4.465 -2.984  C5 1.259
7 O -2.375 2.984 -1.710  C2 1.466, C5 1.231
8 H -1.085 1.637 0.595  C1 1.027
9 H -2.674 1.417 1.165  C1 1.090
10 H -2.123 3.035 0.820  C1 1.060
11 H -2.407 0.859 -1.144  C2 1.084
12 H -4.725 2.422 -0.007  C3 1.147
13 H -4.495 0.789 -1.014  C3 1.081
14 C 5.717 -0.633 4.750  C15 1.564, H21 1.099, H22 1.030, H23 1.115
15 C 4.467 -1.397 4.203  C14 1.564, C16 1.557, O20 1.396, H24 1.048
16 C 3.372 -0.416 3.687  C15 1.557, O17 1.350, H25 1.065, H26 1.060
17 O 2.968 -0.899 2.493  C16 1.350, C18 1.256
18 C 3.607 -1.909 2.107  O17 1.256, O19 1.204, O20 1.347
19 O 3.518 -2.438 1.029  C18 1.204
20 O 4.502 -2.208 3.068  C15 1.396, C18 1.347
21 H 6.311 -0.117 3.983  C14 1.099
22 H 6.381 -1.369 5.028  C14 1.030
23 H 5.565 0.004 5.652  C14 1.115
24 H 4.146 -2.175 4.828  C15 1.048
25 H 3.802 0.525 3.433  C16 1.065
26 H 2.567 -0.420 4.378  C16 1.060
27 C -2.857 0.945 -5.801  O28 1.413, H33 1.045, H34 1.075, H35 1.118
28 O -2.002 1.892 -5.195  C27 1.413, C29 1.352
29 C -2.253 3.186 -5.499  O28 1.352, O30 1.421, O31 1.381
30 O -3.320 3.744 -6.254  C29 1.421
31 O -1.219 3.914 -4.946  C29 1.381, C32 1.423
32 C -1.110 5.292 -5.281  O31 1.423, H36 1.085, H37 1.061, H38 1.061
33 H -3.005 1.092 -6.825  C27 1.045
34 H -3.857 0.999 -5.412  C27 1.075
35 H -2.557 -0.129 -5.714  C27 1.118
36 H -0.454 5.343 -6.144  C32 1.085
37 H -0.484 5.753 -4.558  C32 1.061
38 H -1.988 5.881 -5.370  C32 1.061
39 C 1.272 -3.286 4.353  O40 1.408, H45 1.158, H46 1.032, H47 1.031
40 O 1.046 -4.194 3.301  C39 1.408, C41 1.313
41 C 0.755 -5.457 3.506  O40 1.313, O42 1.416, O43 1.330
42 O 0.306 -5.857 4.788  C41 1.416
43 O 0.799 -6.226 2.422  C41 1.330, C44 1.431
44 C 0.140 -7.460 2.725  O43 1.431, H48 1.111, H49 1.136, H50 1.103
45 H 1.525 -2.336 3.741  C39 1.158
46 H 2.021 -3.683 4.941  C39 1.032
47 H 0.572 -3.175 5.101  C39 1.031
48 H -0.898 -7.297 3.088  C44 1.111
49 H 0.656 -8.163 3.454  C44 1.136
50 H -0.065 -8.020 1.798  C44 1.103
51 C -3.459 -2.241 -0.579  O52 1.442, H57 1.023, H58 1.058, H59 1.081
52 O -4.358 -2.878 -1.509  C51 1.442, C53 1.308
53 C -4.094 -2.804 -2.787  O52 1.308, O54 1.365, O55 1.357
54 O -3.195 -1.919 -3.310  C53 1.365
55 O -4.830 -3.640 -3.563  C53 1.357, C56 1.342
56 C -4.811 -3.440 -4.890  O55 1.342, H60 1.095, H61 1.072, H62 1.137
57 H -3.459 -1.231 -0.740  C51 1.023
58 H -2.460 -2.357 -0.906  C51 1.058
59 H -3.387 -2.345 0.495  C51 1.081
60 H -5.074 -2.387 -5.030  C56 1.095
61 H -5.622 -4.009 -5.300  C56 1.072
62 H -3.871 -3.505 -5.526  C56 1.137
63 C 3.724 1.241 0.286  O64 1.352, H69 1.119, H70 1.140, H71 1.054
64 O 4.366 2.063 1.146  C63 1.352, C65 1.402
65 C 4.774 3.347 0.756  O64 1.402, O66 1.375, O67 1.310
66 O 4.423 3.882 -0.460  C65 1.375
67 O 5.364 3.982 1.738  C65 1.310, C68 1.411
68 C 6.092 5.144 1.407  O67 1.411, H72 1.113, H73 1.096, H74 1.074
69 H 4.337 1.244 -0.651  C63 1.119
70 H 2.620 1.493 0.152  C63 1.140
71 H 3.820 0.273 0.692  C63 1.054
72 H 6.845 5.377 2.193  C68 1.113
73 H 5.487 6.055 1.351  C68 1.096
74 H 6.660 5.118 0.495  C68 1.074
75 C 0.590 -4.013 0.070  O76 1.429, H81 1.035, H82 1.112, H83 1.157
76 O -0.521 -4.002 -0.828  C75 1.429, C77 1.383
77 C -1.284 -5.154 -0.891  O76 1.383, O78 1.373, O79 1.403
78 O -1.293 -6.104 0.100  C77 1.373
79 O -2.269 -5.190 -1.889  C77 1.403, C80 1.397
80 C -3.354 -6.071 -1.927  O79 1.397, H84 1.137, H85 1.075, H86 1.049
81 H 0.118 -3.596 0.891  C75 1.035
82 H 1.421 -3.372 -0.300  C75 1.112
83 H 1.129 -5.006 0.317  C75 1.157
84 H -3.965 -5.740 -1.026  C80 1.137
85 H -3.072 -7.107 -1.883  C80 1.075
86 H -3.731 -5.862 -2.883  C80 1.049
87 C -0.091 -0.825 1.470  O88 1.417, H93 1.063, H94 1.101, H95 1.061
88 O -0.707 -0.928 0.198  C87 1.417, C89 1.309
89 C 0.035 -0.710 -0.858  O88 1.309, O90 1.390, O91 1.283
90 O 1.400 -0.505 -1.030  C89 1.390
91 O -0.703 -0.837 -1.900  C89 1.283, C92 1.409
92 C -0.052 -0.773 -3.147  O91 1.409, H96 1.072, H97 1.095, H98 1.135
93 H -0.670 -1.233 2.262  C87 1.063
94 H -0.064 0.237 1.756  C87 1.101
95 H 0.773 -1.412 1.656  C87 1.061
96 H 0.481 0.154 -3.231  C92 1.072
97 H -0.651 -0.876 -4.058  C92 1.095
98 H 0.606 -1.690 -3.025  C92 1.135
99 C -1.117 3.896 5.795  C100 1.476, H104 1.087, H105 1.067, H106 1.061
100 C -1.043 2.423 5.857  C99 1.476, C101 1.463, H107 1.110, H108 1.101
101 C -1.078 1.776 4.545  C100 1.463, C102 1.454, H109 1.099, H110 1.080
102 C -0.474 0.454 4.547  C101 1.454, N103 1.144
103 N 0.024 -0.575 4.512  C102 1.144
104 H -0.864 4.320 6.763  C99 1.087
105 H -2.073 4.265 5.498  C99 1.067
106 H -0.378 4.220 5.105  C99 1.061
107 H -2.000 2.166 6.357  C100 1.110
108 H -0.189 2.063 6.451  C100 1.101
109 H -0.587 2.328 3.731  C101 1.099
110 H -2.112 1.630 4.268  C101 1.080
111 C 0.756 2.750 -2.014  C112 1.488, H116 1.079, H117 1.097, H118 1.048
112 C 1.227 4.134 -2.290  C111 1.488, C113 1.551, H119 1.166, H120 1.126
113 C 2.169 4.112 -3.523  C112 1.551, C114 1.495, H121 1.125, H122 1.133
114 C 2.377 5.390 -4.270  C113 1.495, N115 1.135
115 N 2.524 6.366 -4.831  C114 1.135
116 H 0.045 2.308 -2.694  C111 1.079
117 H 0.174 2.850 -1.089  C111 1.097
118 H 1.557 2.102 -1.827  C111 1.048
119 H 1.801 4.481 -1.337  C112 1.166
120 H 0.290 4.682 -2.590  C112 1.126
121 H 1.756 3.430 -4.317  C113 1.125
122 H 3.207 3.837 -3.159  C113 1.133



C34H64I2N5O11 | ωB97M-V/def2-TZVPD

Results
Gap between HOMO and LUMO, hartree: 0.2303
Net charge: +1

Each atom is followed by the atoms it is bonded to, with distances in Å.
Element x y z (Å)
1 C 2.572 -4.831 0.685  C2 1.659, H26 1.178, H27 1.175, H28 1.173
2 C 2.555 -3.959 -0.726  C1 1.659, C3 1.647, H29 1.189, H30 1.178
3 C 3.424 -2.565 -0.605  C2 1.647, C4 1.654, H31 1.189, H32 1.190
4 C 2.376 -1.300 -0.412  C3 1.654, C5 1.631, H33 1.194, H34 1.194
5 C 2.070 -0.969 1.155  C4 1.631, O6 1.503, C7 1.643, N19 1.502
6 O 0.919 -1.897 1.424  C5 1.503, H35 1.003
7 C 1.404 0.464 1.605  C5 1.643, O8 1.474, N11 1.507, H36 1.169
8 O 2.029 1.733 1.189  C7 1.474, C9 1.498
9 C 1.042 2.534 0.397  O8 1.498, N10 1.317
10 N -0.011 3.296 0.183  C9 1.317
11 N 1.407 0.257 3.098  C7 1.507, C12 1.501, C17 1.544
12 C 0.112 0.280 3.858  N11 1.501, I13 2.233, C14 1.633, H37 1.170
13 I 0.589 1.260 5.807  C12 2.233, I16 2.966
14 C -1.099 1.166 3.216  C12 1.633, C15 1.643, I16 2.230, H38 1.170
15 C -2.245 0.114 2.686  C14 1.643, H39 1.184, H40 1.193, H41 1.191
16 I -2.052 2.265 4.906  I13 2.966, C14 2.230
17 C 2.146 -1.039 3.493  N11 1.544, N18 1.372, N19 1.545
18 N 2.047 -1.802 4.629  C17 1.372, H42 1.060, H43 1.043
19 N 3.015 -1.359 2.256  C5 1.502, C17 1.545, C20 1.545
20 C 4.253 -0.465 2.489  N19 1.545, C21 1.643, N25 1.511
21 C 4.924 0.335 1.220  C20 1.643, C22 1.673, H44 1.167
22 C 6.290 1.253 1.519  C21 1.673, C23 1.650, H45 1.180
23 C 6.840 1.223 3.075  C22 1.650, C24 1.639, H46 1.180
24 C 5.978 0.344 4.157  C23 1.639, N25 1.498, H47 1.195
25 N 4.747 -0.476 3.916  C20 1.511, C24 1.498
26 H 2.511 -5.965 0.373  C1 1.178
27 H 3.580 -4.612 1.249  C1 1.175
28 H 1.632 -4.571 1.336  C1 1.173
29 H 3.006 -4.584 -1.631  C2 1.189
30 H 1.419 -3.793 -0.988  C2 1.178
31 H 4.259 -2.599 0.241  C3 1.189
32 H 4.002 -2.364 -1.626  C3 1.190
33 H 1.382 -1.612 -0.994  C4 1.194
34 H 2.793 -0.360 -1.017  C4 1.194
35 H 0.155 -1.687 0.811  O6 1.003
36 H 0.408 0.469 0.994  C7 1.169
37 H -0.330 -0.762 4.154  C12 1.170
38 H -0.779 1.982 2.441  C14 1.170
39 H -1.977 -0.416 1.662  C15 1.184
40 H -2.404 -0.771 3.471  C15 1.193
41 H -3.324 0.603 2.563  C15 1.191
42 H 2.763 -2.576 4.742  N18 1.060
43 H 1.367 -1.682 5.411  N18 1.043
44 H 4.549 0.346 0.115  C21 1.167
45 H 6.827 1.844 0.651  C22 1.180
46 H 7.821 1.834 3.315  C23 1.180
47 H 6.415 0.332 5.269  C24 1.195
48 C -0.589 -2.298 -5.315  O49 1.419, H57 1.093, H58 1.094, H59 1.095
49 O -1.682 -2.388 -4.415  C48 1.419, C50 1.429
50 C -1.296 -2.942 -3.155  O49 1.429, C51 1.531, H60 1.096, H61 1.095
51 C -2.362 -2.649 -2.096  C50 1.531, O52 1.434, H62 1.096, H63 1.092
52 O -2.245 -1.330 -1.544  C51 1.434, C53 1.434
53 C -2.704 -0.266 -2.388  O52 1.434, C54 1.529, H64 1.092, H65 1.095
54 C -4.230 -0.186 -2.462  C53 1.529, O55 1.430, H66 1.095, H67 1.096
55 O -4.731 -1.122 -3.421  C54 1.430, C56 1.418
56 C -6.126 -1.331 -3.285  O55 1.418, H68 1.094, H69 1.093, H70 1.095
57 H -0.156 -3.285 -5.495  C48 1.093
58 H -0.957 -1.893 -6.262  C48 1.094
59 H 0.170 -1.615 -4.921  C48 1.095
60 H -0.335 -2.524 -2.836  C50 1.096
61 H -1.199 -4.025 -3.285  C50 1.095
62 H -2.198 -3.330 -1.253  C51 1.096
63 H -3.372 -2.834 -2.465  C51 1.092
64 H -2.247 -0.320 -3.378  C53 1.092
65 H -2.340 0.653 -1.917  C53 1.095
66 H -4.531 0.815 -2.787  C54 1.095
67 H -4.659 -0.395 -1.475  C54 1.096
68 H -6.352 -1.769 -2.309  C56 1.094
69 H -6.448 -2.030 -4.061  C56 1.093
70 H -6.670 -0.388 -3.411  C56 1.095
71 C -4.834 4.736 3.640  O72 1.419, H80 1.093, H81 1.094, H82 1.095
72 O -5.927 4.647 4.540  C71 1.419, C73 1.429
73 C -5.542 4.093 5.800  O72 1.429, C74 1.531, H83 1.096, H84 1.095
74 C -6.607 4.386 6.859  C73 1.531, O75 1.434, H85 1.096, H86 1.092
75 O -6.490 5.704 7.410  C74 1.434, C76 1.434
76 C -6.949 6.769 6.566  O75 1.434, C77 1.529, H87 1.092, H88 1.095
77 C -8.475 6.848 6.492  C76 1.529, O78 1.430, H89 1.095, H90 1.096
78 O -8.976 5.912 5.533  C77 1.430, C79 1.418
79 C -10.372 5.704 5.670  O78 1.418, H91 1.094, H92 1.093, H93 1.095
80 H -4.401 3.749 3.459  C71 1.093
81 H -5.203 5.141 2.693  C71 1.094
82 H -4.075 5.419 4.034  C71 1.095
83 H -4.580 4.511 6.118  C73 1.096
84 H -5.444 3.010 5.669  C73 1.095
85 H -6.443 3.704 7.702  C74 1.096
86 H -7.618 4.200 6.489  C74 1.092
87 H -6.493 6.714 5.576  C76 1.092
88 H -6.586 7.688 7.038  C76 1.095
89 H -8.776 7.849 6.168  C77 1.095
90 H -8.904 6.639 7.479  C77 1.096
91 H -10.598 5.265 6.646  C79 1.094
92 H -10.693 5.005 4.893  C79 1.093
93 H -10.915 6.646 5.544  C79 1.095
94 C 5.735 -1.189 -9.371  O95 1.419, H103 1.093, H104 1.094, H105 1.095
95 O 5.849 -1.299 -7.961  C94 1.419, C96 1.429
96 C 4.800 -0.606 -7.282  O95 1.429, C97 1.531, H106 1.096, H107 1.095
97 C 4.707 -1.074 -5.827  C96 1.531, O98 1.434, H108 1.096, H109 1.092
98 O 3.979 -2.301 -5.686  C97 1.434, C99 1.434
99 C 4.682 -3.484 -6.086  O98 1.434, C100 1.529, H110 1.092, H111 1.095
100 C 5.749 -3.908 -5.075  C99 1.529, O101 1.430, H112 1.095, H113 1.096
101 O 6.952 -3.161 -5.278  C100 1.430, C102 1.418
102 C 7.837 -3.264 -4.175  O101 1.418, H114 1.094, H115 1.093, H116 1.095
103 H 5.763 -0.141 -9.680  C94 1.093
104 H 6.579 -1.716 -9.825  C94 1.094
105 H 4.809 -1.662 -9.713  C94 1.095
106 H 3.843 -0.780 -7.786  C96 1.096
107 H 5.038 0.463 -7.308  C96 1.095
108 H 4.129 -0.328 -5.268  C97 1.096
109 H 5.688 -1.139 -5.352  C97 1.092
110 H 5.090 -3.382 -7.093  C99 1.092
111 H 3.922 -4.272 -6.125  C99 1.095
112 H 5.988 -4.967 -5.214  C100 1.095
113 H 5.377 -3.748 -4.056  C100 1.096
114 H 7.380 -2.836 -3.279  C102 1.094
115 H 8.743 -2.698 -4.406  C102 1.093
116 H 8.110 -4.309 -3.998  C102 1.095



| no. | lowest unoccupied orbital energy (eV) |
| --- | --- |
| 1 | -0.13 |
| 2 | -4.03 |